Below is C31H48N5O10PS2SbW as an isolated structure at a distorted geometry, with properties calculated with ωB97M-V with the def2-TZVPD basis set.

Output
E_HOMO ... -10.31 eV
Energy above the lowest of the compared OMol25 structures with the same formula, charge and spin ... 0.614 eV
Total charge ... +1
Kohn-Sham gap ... 6.66 eV

Each line ends with the Mulliken charge.
Element x y z (Å)
W: -0.35648 0.74616 -0.36921  2.2141
N: 7.02688 -3.29141 -0.95968  -0.4969
C: 6.13097 -2.25716 -0.96855  1.0863
C: 6.15277 -1.28884 0.04641  -0.9394
C: 5.22913 -0.26914 0.05674  -0.2665
C: 4.26710 -0.20048 -0.94837  -0.3466
C: 4.23810 -1.14629 -1.97013  -0.2482
C: 5.15919 -2.16779 -1.97640  -0.8885
S: 3.16876 1.13782 -0.97935  1.4391
O: 3.68151 2.18240 -0.14298  -0.7484
O: 2.77270 1.40416 -2.32602  -0.8518
N: 1.73107 0.65560 -0.18893  0.3472
C: 1.79862 0.75661 1.19002  0.3655
N: 2.76677 0.32583 1.97391  -0.3824
C: 2.53401 0.46760 3.27710  -0.5660
C: 1.33764 0.95567 3.80212  -0.8177
C: 0.36322 1.32026 2.89969  -0.4158
N: 0.64269 1.27817 1.59651  0.1287
H: 7.84381 -3.21294 -0.38016  0.2155
H: 7.14336 -3.83110 -1.79908  0.2201
H: 6.90700 -1.34409 0.82131  0.2955
H: 5.24732 0.48418 0.83040  0.5039
H: 3.49816 -1.07474 -2.75333  0.2724
H: 5.13981 -2.90748 -2.76671  0.3139
H: 3.33188 0.14924 3.93776  0.5224
H: 1.18156 1.03028 4.86723  0.4698
H: -0.62121 1.67015 3.18297  0.5388
C: 0.91306 6.44478 -1.32221  -1.6790
C: 1.01204 5.42734 -0.20196  1.6696
C: 2.41351 5.34452 0.36816  -1.6161
C: -0.02602 5.66080 0.88105  -1.5084
O: 0.78105 4.08061 -0.79239  0.0617
P: -0.58998 3.50648 -1.24868  0.0664
O: -1.60539 4.41981 -1.75658  -0.8668
O: -1.06613 2.53663 -0.07554  -0.5690
O: -0.14573 2.26637 -2.20682  0.5683
C: -0.02300 2.40723 -3.72986  1.3916
C: 1.05661 3.43983 -3.98864  -1.5545
C: -1.36769 2.84683 -4.27510  -1.4409
C: 0.31184 1.03530 -4.27567  -1.4651
H: 1.13723 7.43660 -0.92853  0.5131
H: -0.08929 6.45880 -1.75013  0.3046
H: 1.63751 6.21551 -2.10380  0.3282
H: 2.68337 6.30404 0.81104  0.5022
H: 3.13089 5.09882 -0.41185  0.3536
H: 2.47239 4.57135 1.13327  0.2692
H: 0.18858 6.60056 1.38982  0.5085
H: 0.00840 4.85766 1.61935  0.2345
H: -1.03095 5.72436 0.46018  0.3602
H: 0.72994 4.43224 -3.67338  0.3295
H: 1.24753 3.47936 -5.06183  0.5504
H: 1.97820 3.17047 -3.47901  0.1538
H: -1.73560 3.75027 -3.79575  0.3224
H: -2.09478 2.04409 -4.17357  0.1609
H: -1.24362 3.04622 -5.34020  0.5136
H: 1.29242 0.69131 -3.97437  0.1068
H: 0.27982 1.10701 -5.36418  0.5306
H: -0.43822 0.30765 -3.96735  0.1509
C: -3.79644 -1.41390 -1.59148  -1.1314
Sb: -3.12488 0.56746 -1.29395  1.0620
C: -4.17509 1.15235 0.44349  -1.2566
C: -4.21387 1.59982 -2.79316  -1.4841
H: -4.84717 -1.37714 -1.87426  0.5079
H: -3.68342 -1.96046 -0.65545  0.1104
H: -3.22569 -1.89084 -2.38659  0.4264
H: -5.23685 0.94888 0.31815  0.5005
H: -4.01930 2.21503 0.61983  0.3791
H: -3.78808 0.57019 1.27748  0.2940
H: -5.26807 1.44149 -2.56860  0.5459
H: -3.98958 1.20111 -3.77786  0.4602
H: -3.98532 2.66257 -2.75718  0.3953
C: -4.29141 -7.45625 5.80536  -1.3833
C: -3.69997 -6.35081 4.97564  0.8568
C: -2.42043 -5.86378 5.23666  -0.8132
C: -1.86870 -4.85582 4.46371  -0.4059
C: -2.60602 -4.32845 3.41603  -0.0777
C: -3.88843 -4.77611 3.14723  -0.3673
C: -4.42288 -5.79317 3.92489  -0.6493
S: -1.91117 -3.01919 2.40855  0.7189
O: -3.02623 -2.54914 1.55255  -0.6406
O: -1.15847 -0.21675 0.77030  -0.2610
N: -0.83772 -3.98714 1.56686  -0.2508
C: 0.07979 -3.29875 0.65324  -0.9278
C: -0.54194 -2.88055 -0.70199  0.9022
C: 0.38689 -1.90842 -1.38999  -0.3024
O: 1.52164 -2.15945 -1.67313  -0.5245
O: -0.14372 -0.67509 -1.65765  -0.1526
H: -3.68679 -7.65662 6.68825  0.3503
H: -4.35667 -8.37901 5.22630  0.3056
H: -5.30024 -7.20326 6.13152  0.3588
H: -1.85085 -6.27932 6.05904  0.3085
H: -0.86947 -4.48974 4.66958  0.3898
H: -4.45589 -4.31606 2.34965  0.4454
H: -5.42366 -6.15333 3.71835  0.3827
H: -1.22808 -4.85474 1.21500  0.3328
H: 0.94489 -3.93629 0.48133  0.4130
H: 0.44425 -2.41325 1.18031  0.1730
H: -1.52852 -2.45692 -0.53457  -0.7630
H: -0.64081 -3.74467 -1.36213  0.5562